{"formula": "C48H40CoN6", "method": "the ωB97M-V functional and the def2-TZVPD basis", "elements": ["Co", "C", "C", "C", "C", "C", "C", "C", "C", "C", "C", "C", "C", "C", "C", "C", "C", "C", "C", "C", "N", "C", "C", "C", "C", "C", "C", "C", "C", "C", "C", "C", "C", "N", "C", "C", "C", "C", "C", "N", "C", "C", "C", "C", "C", "C", "C", "C", "N", "H", "H", "H", "H", "H", "H", "H", "H", "H", "H", "H", "H", "H", "H", "H", "H", "H", "H", "H", "H", "H", "H", "H", "H", "H", "H", "H", "H", "N", "C", "C", "C", "C", "N", "H", "H", "H", "H", "H", "H", "H", "H", "H", "H", "H", "H"], "xyz": [[17.027470, 15.469103, 7.726007], [9.130199, 13.257223, 8.205067], [9.725784, 13.320678, 6.946291], [11.084780, 13.541744, 6.790351], [11.924951, 13.697795, 7.890844], [11.371199, 13.623765, 9.167610], [9.962347, 13.426792, 9.295825], [13.446034, 14.015333, 7.728307], [14.336603, 12.943034, 7.848903], [13.895987, 11.572708, 8.066309], [15.050769, 10.799138, 8.100406], [16.145826, 11.682078, 7.901964], [17.498645, 11.084464, 7.739481], [17.923419, 10.053485, 8.831448], [17.330138, 9.879476, 10.087711], [17.858816, 8.930008, 10.986142], [19.031788, 8.214400, 10.716838], [19.584608, 8.359624, 9.429922], [18.999623, 9.204516, 8.483042], [19.088084, 13.290166, 8.266923], [18.788265, 14.659963, 7.651987], [19.976773, 15.271831, 7.356740], [20.149856, 16.565922, 6.830758], [21.536153, 17.081567, 6.496340], [22.668723, 16.947900, 7.365688], [23.953099, 17.386559, 6.966683], [24.125098, 18.069885, 5.760142], [23.022252, 18.203761, 4.911013], [21.761254, 17.680000, 5.249809], [19.048026, 17.418996, 6.770920], [19.127989, 18.822360, 6.518962], [17.920799, 19.396253, 6.737971], [17.034267, 18.326995, 7.156651], [17.730403, 17.138072, 7.142986], [15.692746, 18.493945, 7.478497], [14.757264, 17.382664, 7.438564], [13.352473, 17.546055, 7.125200], [12.796422, 16.310090, 7.117015], [13.802882, 15.332020, 7.445294], [15.043984, 16.036476, 7.534488], [15.106175, 19.849247, 7.790423], [15.217429, 20.929810, 6.914574], [14.693953, 22.191910, 7.275461], [13.970778, 22.371746, 8.453644], [13.808189, 21.263742, 9.334773], [14.333213, 20.030946, 8.972334], [21.087985, 14.389517, 7.644859], [20.604599, 13.287207, 8.256390], [15.735856, 12.958178, 7.804489], [8.075481, 13.069256, 8.320261], [9.128570, 13.236436, 6.053520], [11.509862, 13.582240, 5.784631], [11.983251, 13.730922, 10.049872], [9.534496, 13.401856, 10.287053], [12.862998, 11.299921, 8.168555], [15.185796, 9.746159, 8.248812], [16.479542, 10.482508, 10.406121], [17.337024, 8.824663, 11.915153], [19.565486, 7.625005, 11.466657], [20.466759, 7.793626, 9.138608], [19.358245, 9.184386, 7.440036], [22.536625, 16.524813, 8.350324], [24.797013, 17.313649, 7.651290], [25.087183, 18.502113, 5.506126], [23.104452, 18.750197, 3.984889], [20.944036, 17.820627, 4.545369], [20.028092, 19.293983, 6.146169], [17.643769, 20.449341, 6.690192], [12.837059, 18.501557, 7.000749], [11.779466, 16.038978, 6.881510], [15.753707, 20.806034, 5.954610], [14.881683, 23.044996, 6.644571], [13.562038, 23.343239, 8.709109], [13.208957, 21.316902, 10.242655], [14.109298, 19.161839, 9.578175], [22.126340, 14.517662, 7.412180], [21.225055, 12.511112, 8.692987], [16.531599, 15.152007, 9.764624], [17.632599, 15.410286, 10.666549], [18.659425, 14.288702, 10.657477], [18.494741, 13.114075, 9.668172], [18.696262, 12.025061, 7.338866], [18.642611, 12.328059, 5.932837], [15.736832, 15.729499, 9.990658], [16.227986, 14.171355, 9.834662], [17.260858, 15.565504, 11.693111], [18.030520, 16.405087, 10.370172], [18.694493, 13.870327, 11.675355], [19.656501, 14.742526, 10.556390], [17.446194, 12.819361, 9.571907], [19.011205, 12.257695, 10.112774], [17.409251, 10.430700, 6.767532], [19.575707, 11.360109, 7.415929], [19.482724, 12.108129, 5.414272], [18.325029, 13.263395, 5.752723]], "atomic_forces_ev_per_a": [[-1.58, -1.18, 0.02], [0.99, 0.13, -0.30], [-0.11, 0.09, -0.15], [0.22, -0.11, -0.27], [1.30, 0.40, 0.19], [-1.53, -0.08, -0.60], [1.14, 0.01, 0.43], [-0.21, -0.91, -0.13], [0.18, -1.17, 0.68], [1.38, -0.09, -0.05], [-1.60, 0.74, -0.04], [-1.01, 0.66, 0.15], [0.88, -0.77, -1.10], [0.03, -0.01, -0.46], [0.71, -0.37, -0.16], [0.31, 0.42, -0.43], [-0.07, 0.75, -0.74], [-0.30, 0.03, -0.01], [-0.27, -0.06, 0.34], [0.31, 0.59, -0.72], [0.90, -0.30, 0.59], [-0.94, -0.79, -0.28], [0.20, -0.19, 0.54], [0.52, -0.46, 0.20], [-0.10, 0.47, -1.14], [-0.96, 0.34, 0.27], [-0.75, -0.35, -0.01], [-0.28, -0.23, 0.48], [0.66, 0.41, 0.16], [-0.67, 1.33, -0.04], [1.02, -0.22, -0.60], [-1.11, -0.20, 0.65], [3.30, -0.02, -0.82], [-0.22, 0.89, 0.09], [-4.01, -1.55, 0.54], [1.04, 0.82, -0.31], [-0.53, 0.23, 0.58], [-0.12, 0.34, 0.05], [1.09, 2.06, -0.10], [-0.07, -0.44, 0.04], [-0.45, -0.33, -0.14], [0.29, 0.62, 0.13], [-0.03, -0.64, 0.26], [0.39, -1.08, 0.60], [-0.13, 0.35, -1.15], [0.38, 0.01, -0.56], [-0.38, -1.84, 0.76], [0.16, 1.01, -0.13], [0.66, 0.26, -0.54], [-0.12, 0.07, 0.03], [-0.18, -0.14, -0.12], [-0.12, 0.04, 0.30], [0.06, 0.05, 0.06], [0.02, -0.04, 0.16], [-0.09, -0.29, 0.01], [-0.29, -0.31, -0.04], [0.16, -0.16, -0.21], [0.00, -0.14, 0.52], [-0.52, 0.02, -0.23], [-0.15, 0.02, 0.13], [-0.03, 0.19, 0.67], [-0.01, -0.05, 0.05], [-0.25, -0.15, -0.07], [-0.11, -0.11, -0.05], [0.14, -0.01, -0.18], [0.08, -0.18, 0.18], [-0.17, 0.12, 0.27], [0.31, -0.54, -0.02], [0.32, -0.43, -0.13], [-0.03, 0.20, 0.12], [-0.47, 0.15, 0.71], [-0.13, 0.07, -0.27], [0.07, -0.09, -0.02], [0.17, 0.23, -0.21], [0.25, 0.00, 0.14], [0.10, 0.35, -0.03], [-0.26, -0.16, -0.18], [-0.16, -0.99, -0.43], [-0.12, 1.21, 0.46], [1.04, -0.17, 0.44], [0.11, 0.32, 0.31], [0.66, -0.29, 0.08], [-0.32, 0.06, -0.32], [-0.21, 0.17, -0.16], [-0.08, 0.63, -0.09], [0.11, -0.17, -0.16], [0.18, -0.70, 0.08], [-0.16, -0.09, -0.31], [-0.13, -0.21, -0.27], [0.24, 0.04, 0.10], [-0.11, -0.02, -0.07], [0.10, 1.15, 1.65], [-0.45, 0.22, 0.31], [-0.07, 0.28, 0.25], [0.00, 0.26, -0.19]], "lowdin_spin": [1.001, 0.001, 0.002, 0.001, 0.000, 0.000, 0.001, 0.030, 0.103, 0.076, 0.066, 0.129, 0.022, 0.006, 0.004, 0.000, 0.001, 0.000, 0.001, 0.015, 0.159, 0.094, 0.144, 0.010, 0.011, 0.000, 0.009, -0.001, 0.011, 0.097, 0.106, 0.084, 0.153, 0.045, 0.237, 0.001, 0.054, -0.030, 0.099, 0.058, 0.020, 0.019, -0.001, 0.016, -0.002, 0.017, -0.001, 0.034, 0.012, 0.000, 0.000, 0.000, 0.000, 0.000, 0.003, 0.001, 0.002, 0.000, 0.000, 0.000, 0.000, 0.001, 0.000, 0.001, 0.000, 0.000, 0.004, 0.003, 0.002, -0.003, 0.001, 0.000, 0.001, 0.000, 0.000, -0.001, 0.002, 0.026, 0.000, 0.001, 0.011, 0.015, 0.002, 0.001, 0.003, 0.000, 0.000, 0.000, 0.000, 0.001, 0.000, 0.011, 0.000, 0.000, 0.002], "e_tot_ha": -3564.3465, "orbital_gap_ha": [0.1890, 0.1835], "charge": 0, "s_squared": 3.99, "multiplicity": 4, "e_lumo_ev": [-0.20, -2.14], "e_homo_ev": [-5.34, -7.13]}



{"formula": "C48H40IN3O4P2Ru", "method": "the ωB97M-V functional and the def2-TZVPD basis", "elements": ["Ru", "C", "C", "N", "C", "C", "C", "O", "C", "C", "N", "C", "C", "C", "C", "C", "C", "I", "C", "O", "H", "H", "H", "H", "H", "H", "H", "H", "H", "H", "H", "H", "C", "C", "P", "C", "C", "C", "C", "C", "C", "C", "C", "C", "C", "C", "C", "P", "C", "C", "C", "C", "C", "C", "C", "C", "C", "C", "C", "C", "H", "H", "H", "H", "H", "H", "H", "H", "H", "H", "H", "H", "H", "H", "H", "H", "H", "H", "H", "H", "H", "H", "H", "H", "O", "C", "N", "C", "O", "C", "C", "C", "C", "C", "C", "H", "H", "H", "H"], "xyz": [[0.051585, -0.408201, 0.514311], [3.244787, 1.465117, -2.531362], [2.204228, 2.387696, -1.993905], [2.443383, 3.662371, -2.083471], [1.597069, 4.567035, -1.611857], [0.454151, 4.221429, -0.924249], [-0.465152, 5.326943, -0.448422], [-0.652821, 5.331788, 0.947745], [0.162009, 2.845089, -0.734912], [-0.902687, 2.464625, 0.132051], [-1.402953, 1.272938, 0.364659], [-2.589731, 1.209083, 1.086677], [-3.504402, 2.277034, 0.979893], [-4.685635, 2.315540, 1.685590], [-5.019626, 1.277599, 2.541025], [-4.168645, 0.192469, 2.640161], [-2.999147, 0.142343, 1.898876], [-1.905647, -1.691811, 2.069283], [1.001496, 1.879766, -1.387358], [0.727489, 0.629593, -1.404061], [3.982212, 2.040889, -3.082804], [2.797597, 0.710228, -3.178378], [3.760086, 0.980650, -1.701220], [1.861160, 5.597888, -1.801419], [-1.459985, 5.198826, -0.891972], [-0.068229, 6.288821, -0.797650], [0.164519, 5.616604, 1.372392], [-1.289774, 3.297964, 0.723029], [-3.275375, 3.089782, 0.307556], [-5.339700, 3.164564, 1.566836], [-5.933476, 1.303048, 3.111561], [-4.402287, -0.618392, 3.311565], [1.549420, -1.900143, -2.867397], [2.277192, -1.774750, -1.532117], [1.313856, -2.463290, -0.114353], [2.314460, -2.129311, 1.371115], [1.912692, -2.808649, 2.526666], [2.575012, -2.601061, 3.718331], [3.620327, -1.691131, 3.773470], [4.022438, -1.016684, 2.632258], [3.380443, -1.235394, 1.425999], [1.726958, -4.228521, -0.406508], [3.077166, -4.559442, -0.301256], [3.536720, -5.759861, -0.805694], [2.653033, -6.651599, -1.396800], [1.299985, -6.360861, -1.423812], [0.832545, -5.155032, -0.922754], [0.197066, -0.669141, -3.247317], [-1.227610, -1.121544, -2.181919], [-1.427668, -2.400225, -1.663948], [-2.628934, -2.735450, -1.064673], [-3.645934, -1.799238, -0.977307], [-3.450104, -0.517623, -1.465973], [-2.247894, -0.177228, -2.059634], [-0.441693, -1.493687, -4.785571], [-0.996359, -2.768431, -4.772189], [-1.422663, -3.348778, -5.950403], [-1.330201, -2.658837, -7.148186], [-0.790468, -1.383577, -7.162418], [-0.356289, -0.802005, -5.983768], [1.148829, -2.908389, -3.006341], [2.275567, -1.739793, -3.673687], [2.462026, -0.722118, -1.311943], [3.228105, -2.316154, -1.594961], [1.086902, -3.508586, 2.467694], [2.276598, -3.142756, 4.601700], [4.115781, -1.499729, 4.711386], [4.839132, -0.312307, 2.681008], [3.707664, -0.709094, 0.540113], [3.766376, -3.872749, 0.172618], [4.591031, -5.984989, -0.763193], [3.016865, -7.574196, -1.824674], [0.599623, -7.058673, -1.857145], [-0.227491, -4.946978, -0.926618], [-0.649497, -3.147341, -1.752106], [-2.774576, -3.722575, -0.653003], [-4.583333, -2.065894, -0.518436], [-4.236643, 0.216096, -1.391281], [-2.096192, 0.823819, -2.443013], [-1.118512, -3.308722, -3.846147], [-1.838762, -4.345311, -5.918566], [-1.681910, -3.112404, -8.062104], [-0.712668, -0.832957, -8.087227], [0.045604, 0.202625, -5.988921], [-0.835425, -0.077416, 4.555223], [0.115218, 0.433231, 4.013084], [0.403391, 0.371353, 2.671972], [1.512269, 1.065922, 2.368457], [1.920088, 1.148213, 1.203673], [2.071531, 1.643701, 3.605184], [3.198273, 2.391815, 3.862379], [3.423136, 2.764458, 5.183937], [2.552086, 2.401074, 6.198910], [1.419881, 1.629437, 5.940167], [1.202630, 1.258022, 4.633279], [3.876128, 2.672532, 3.072675], [4.298380, 3.347692, 5.424454], [2.762772, 2.721440, 7.208140], [0.741098, 1.330640, 6.726323]], "atomic_forces_ev_per_a": [[-2.58, 1.13, -0.04], [-0.02, -0.15, -0.04], [-0.47, -0.38, -0.09], [0.82, 0.00, -0.39], [-0.96, 0.05, 0.40], [0.11, 0.51, 0.03], [0.15, -0.12, -0.47], [-0.08, 0.11, 0.58], [0.88, -0.78, -0.57], [-0.24, -0.01, 0.23], [2.10, -0.39, 0.37], [-1.00, 0.18, 0.64], [0.20, -0.23, -0.04], [-0.01, -0.06, 0.10], [0.09, 0.02, -0.07], [0.07, -0.10, 0.04], [0.44, -0.22, -0.01], [0.44, 1.10, -0.87], [-0.22, 1.82, 0.60], [0.25, -1.37, 2.77], [-0.05, 0.03, -0.06], [0.10, -0.07, 0.02], [0.03, -0.19, 0.03], [-0.10, 0.15, 0.09], [0.13, 0.07, 0.09], [-0.11, -0.15, 0.00], [-0.05, -0.04, -0.02], [-0.35, -0.10, -0.36], [-0.02, 0.02, -0.09], [-0.10, 0.07, 0.00], [-0.09, -0.02, 0.08], [-0.10, -0.11, 0.03], [-0.42, 0.00, 0.02], [0.01, 0.09, 0.14], [1.96, 0.96, 0.28], [0.22, -0.17, -0.02], [0.09, 0.14, -0.20], [-0.11, -0.04, 0.03], [0.06, 0.13, -0.02], [0.09, -0.01, 0.14], [-0.06, -0.31, -0.17], [-0.80, -0.14, 0.12], [0.01, 0.14, 0.08], [0.00, 0.00, -0.04], [-0.10, -0.02, 0.01], [-0.05, -0.10, -0.05], [0.01, 0.09, 0.06], [-0.24, 0.04, -1.69], [0.46, -0.14, 0.00], [-0.21, 0.09, 0.18], [-0.10, -0.11, -0.08], [0.06, -0.08, -0.10], [-0.03, 0.03, -0.15], [-0.11, -0.08, 0.06], [0.11, -0.15, 0.72], [0.04, 0.03, -0.38], [-0.17, -0.26, 0.08], [0.08, 0.05, -0.05], [-0.10, -0.02, -0.15], [0.10, 0.10, 0.07], [0.15, -0.10, -0.04], [-0.17, -0.06, 0.05], [0.08, -0.20, -0.01], [-0.12, 0.11, 0.16], [-0.02, -0.08, 0.09], [-0.05, -0.03, 0.13], [0.11, -0.01, 0.13], [0.09, 0.06, 0.01], [-0.02, 0.02, 0.00], [0.06, 0.03, -0.07], [0.09, -0.06, 0.07], [0.02, -0.06, 0.01], [-0.04, -0.10, 0.00], [-0.08, 0.00, -0.11], [-0.07, 0.03, -0.10], [-0.03, -0.16, 0.00], [-0.18, -0.04, 0.08], [-0.14, 0.09, 0.02], [0.04, 0.02, -0.06], [0.06, -0.11, -0.02], [-0.09, -0.08, -0.11], [-0.01, -0.04, -0.10], [-0.02, 0.03, -0.12], [0.07, 0.05, -0.01], [0.18, 0.16, 0.22], [-0.61, -0.31, 0.60], [0.06, -0.61, -2.93], [0.35, 0.30, -0.16], [-0.12, -0.20, 0.13], [-0.10, 0.07, 0.67], [-0.17, -0.09, -0.08], [0.13, 0.06, -0.01], [-0.04, -0.04, 0.06], [-0.06, -0.06, -0.09], [0.39, 0.25, -0.31], [0.09, 0.07, -0.11], [0.08, 0.08, 0.04], [0.00, 0.00, 0.09], [-0.02, 0.00, 0.03]], "lowdin_spin": [0.904, 0.001, 0.006, 0.000, 0.004, -0.002, -0.001, 0.000, 0.004, -0.003, -0.018, -0.002, -0.001, 0.000, 0.000, -0.001, 0.000, 0.008, 0.005, 0.058, 0.000, 0.000, 0.000, 0.000, 0.000, 0.000, 0.000, -0.001, 0.000, 0.000, 0.000, 0.000, 0.000, -0.001, -0.017, -0.012, -0.009, 0.001, -0.010, 0.001, -0.010, -0.001, 0.000, 0.000, 0.000, 0.000, 0.000, 0.008, 0.010, 0.009, 0.000, 0.003, 0.001, 0.008, 0.004, 0.001, 0.000, 0.000, 0.000, 0.000, 0.000, 0.000, 0.000, 0.000, 0.000, 0.000, -0.001, 0.000, 0.000, 0.000, 0.000, 0.000, 0.000, 0.000, 0.000, 0.000, 0.000, 0.000, 0.000, 0.000, 0.000, 0.000, 0.000, 0.000, -0.001, -0.003, -0.023, 0.006, 0.077, 0.000, 0.000, 0.000, 0.000, 0.000, -0.001, 0.000, 0.000, 0.000, 0.000], "e_tot_ha": -3393.3558, "orbital_gap_ha": [0.1835, 0.2041], "charge": 1, "s_squared": 1.13, "multiplicity": 2, "e_lumo_ev": [-4.97, -4.50], "e_homo_ev": [-9.96, -10.05], "relative_energy_ev": 0.000}